A cluster of 5 separate species, C14H30N2O13S in total in a non-equilibrium geometry, computed with ωB97M-V/def2-TZVPD.

Calculated total energy (eV): -55424.788
Kohn-Sham gap (eV): 8.85
LUMO (hartree): 0.0019
HOMO energy (eV): -8.796

Structure (ORCA input):
```
! wB97M-V def2-TZVPD RIJCOSX def2/J DEFGRID3
* xyz 0 1
C -2.87 -1.56 0.52
N -2.79 -0.20 1.28
C -2.31 -0.50 2.68
C -1.66 0.52 0.69
C -3.90 0.68 1.22
C -5.14 0.06 1.75
O -6.07 1.16 1.77
H -1.98 -2.03 0.17
H -3.36 -1.70 -0.32
H -3.53 -2.23 1.19
H -2.85 -1.09 3.17
H -1.95 0.19 3.24
H -1.43 -1.23 2.64
H -0.79 -0.09 0.64
H -1.47 1.41 1.12
H -1.89 0.72 -0.40
H -4.03 1.05 0.10
H -3.79 1.79 1.78
H -5.12 -0.26 2.83
H -5.68 -0.80 1.24
H -6.48 1.27 0.92
N 0.48 -2.77 -0.10
O 1.51 -2.20 -0.60
O 0.04 -2.53 0.99
O -0.21 -3.63 -0.79
O 3.20 1.44 4.09
S 2.33 0.75 3.17
O 0.89 0.88 3.32
O 2.75 1.47 1.72
C 2.61 2.90 1.67
C 3.10 3.40 0.24
C 2.74 -0.95 2.96
H 3.15 3.38 2.44
H 1.51 3.00 1.70
H 3.97 3.05 -0.17
H 3.14 4.48 0.17
H 2.33 3.13 -0.45
H 2.03 -1.61 2.32
H 2.79 -1.55 3.88
H 3.64 -0.92 2.39
C -1.54 -1.11 -4.81
C -0.64 -0.87 -3.52
O -1.70 -0.31 -2.70
C -2.94 -0.28 -3.30
O -3.91 0.20 -2.74
O -2.85 -0.74 -4.45
H -1.59 -2.17 -4.90
H -1.08 -0.53 -5.57
H 0.02 -0.15 -3.64
H -0.22 -1.88 -3.01
C 3.92 -1.06 -1.88
C 3.52 0.38 -1.44
O 4.67 1.19 -1.94
C 5.60 0.52 -2.51
O 6.65 0.96 -2.95
O 5.36 -0.76 -2.29
H 3.69 -1.41 -2.78
H 4.00 -1.62 -0.91
H 3.59 0.12 -0.51
H 2.54 0.63 -1.31
*
```